Entry 1:
The following is a quantum chemistry calculation of the ion C2H2NO3S with charge -1 at a distorted geometry, from OMol25.

Its molar mass is 120.1 g/mol. The HOMO energy is -5.490 eV. The total energy comes out at -756.05662 Eh. Its net charge is -1. The value obtained for the energy relative to the best compared isomer or geometry (same formula, charge and spin) is 218.7 kJ/mol.

XYZ file:
```
9
Properties=species:S:1:pos:R:3:nbo_charge:R:1
O 2.7820 -1.4886 0.0002 -0.989
S 3.1074 -0.0594 0.0240 2.383
O 3.8164 0.4241 1.2206 -0.993
O 3.6210 0.4367 -1.2435 -0.986
C 1.4739 0.6810 0.1406 -0.044
N 0.5945 1.5573 -0.0672 -0.354
C 0.1227 0.1894 -0.0747 -0.313
H -0.0198 -0.0966 -1.0125 0.153
H -0.6145 -0.2618 0.7474 0.144
```

Entry 2:
The following is a quantum chemistry calculation of a cluster of 2 separate species, C2H2NO4 in total at a distorted geometry, from OMol25.

Its molar mass is 104.0 g/mol. The HOMO energy is -15.403 eV. The total energy comes out at -432.69322 Eh. Its net charge is +1. The value obtained for the energy relative to the best compared isomer or geometry (same formula, charge and spin) is 136.6 kJ/mol.

XYZ file:
```
9
Properties=species:S:1:pos:R:3:nbo_charge:R:1
C -0.4600 -0.6949 -0.8013 0.359
C -0.7108 0.8056 -0.1418 0.721
N 1.6077 -0.2083 0.8241 0.603
O 2.6521 -0.2905 0.4785 0.083
O 0.6040 -1.2355 -0.4724 -0.464
O -0.3472 1.6115 -0.9536 -0.472
O -0.9964 0.9079 1.1100 -0.626
H -1.2194 -0.9423 -1.6935 0.259
H -1.1299 0.0465 1.6500 0.537
```

Entry 3:
The following is a quantum chemistry calculation of the molecule C2H2O at a distorted geometry, from OMol25.

Its molar mass is 42.0 g/mol. The HOMO energy is -9.723 eV. The total energy comes out at -152.55394 Eh. The value obtained for the energy relative to the best compared isomer or geometry (same formula, charge and spin) is 128.9 kJ/mol.

XYZ file:
```
5
Properties=species:S:1:pos:R:3:nbo_charge:R:1
C 0.3272 0.9624 0.4434 -0.388
C 0.0574 -0.0309 -0.1538 0.301
O -0.1828 -1.1493 -0.8249 -0.655
H 0.6245 1.8952 0.8640 0.241
H -0.8262 -1.6774 -0.3287 0.501
```

Entry 4:
The following is a quantum chemistry calculation of the molecule C2H2O2 at a distorted geometry, from OMol25.

Its molar mass is 58.0 g/mol. The HOMO energy (spin up / spin down) is -9.589 / -8.969 eV. The total energy comes out at -227.58368 Eh. The value obtained for the energy relative to the best compared isomer or geometry (same formula, charge and spin) is 693.4 kJ/mol.

XYZ file:
```
6
Properties=species:S:1:pos:R:3:nbo_charge:R:1
C -0.1398 0.4441 0.3391 0.018
C -0.7309 -0.6536 -0.1882 -0.116
O 0.9443 0.8999 -0.0561 -0.171
O 1.4351 0.1210 -1.1089 -0.154
H -0.3919 0.7916 1.3750 0.210
H -1.1168 -1.6030 -0.3608 0.213
```

Entry 5:
The following is a quantum chemistry calculation of the molecule C2H2O2 at a distorted geometry, from OMol25.

Its molar mass is 58.0 g/mol. The HOMO energy is -10.301 eV. The total energy comes out at -227.71140 Eh. The value obtained for the energy relative to the best compared isomer or geometry (same formula, charge and spin) is 358.1 kJ/mol.

XYZ file:
```
6
Properties=species:S:1:pos:R:3:nbo_charge:R:1
C -0.8595 -0.0019 -0.0137 -0.602
C 0.4415 0.0027 0.0306 0.555
O 1.5840 -0.6928 -0.0030 -0.227
O 1.5753 0.7090 -0.0007 -0.227
H -1.4514 1.0006 -0.0529 0.256
H -1.2899 -1.0176 0.0398 0.246
```

Entry 6:
The following is a quantum chemistry calculation of a structure of composition C2H2O2S at a distorted geometry, from OMol25.

Its molar mass is 90.1 g/mol. The HOMO energy is -8.243 eV. The total energy comes out at -625.97273 Eh. The value obtained for the energy relative to the best compared isomer or geometry (same formula, charge and spin) is 235.3 kJ/mol.

XYZ file:
```
7
Properties=species:S:1:pos:R:3:nbo_charge:R:1
C -0.4403 -1.0119 0.0288 -0.577
C 0.2605 0.1840 0.0291 0.574
O -0.7437 1.1662 0.1274 -0.583
O 1.4799 0.5922 0.1149 -0.666
S -2.0231 -0.2311 0.0831 0.504
H -0.3083 -2.0331 0.1676 0.234
H 1.7750 1.3338 -0.5509 0.514
```

Entry 7:
The following is a quantum chemistry calculation of a structure of composition C2H2O2S2 at a distorted geometry, from OMol25.

Its molar mass is 122.2 g/mol. The HOMO energy is -9.604 eV. The total energy comes out at -1024.11507 Eh. The value obtained for the energy relative to the best compared isomer or geometry (same formula, charge and spin) is 387.4 kJ/mol.

XYZ file:
```
8
Properties=species:S:1:pos:R:3:nbo_charge:R:1
C -0.6625 0.0699 -1.5571 -0.115
C -0.3611 -1.0788 -0.6512 -0.553
O 1.2713 2.1049 0.2439 -0.837
O 1.0835 0.1802 1.7372 -0.860
S -1.5272 0.2465 -0.1702 0.246
S 0.5198 1.4190 1.2747 1.634
H -0.8284 -1.9789 -0.8399 0.234
H 0.5046 -0.9629 -0.0375 0.251
```

Entry 8:
The following is a quantum chemistry calculation of a structure of composition C2H2O2Tl at a distorted geometry, from OMol25.

Its molar mass is 262.4 g/mol. The HOMO energy (spin up / spin down) is -8.921 / -9.153 eV. The total energy comes out at -400.05092 Eh. As for the expectation value of S²: 0.795. Its multiplicity is 2. The value obtained for the energy relative to the best compared isomer or geometry (same formula, charge and spin) is 614.8 kJ/mol.

XYZ file:
```
7
Properties=species:S:1:pos:R:3:mulliken_spin:R:1
H 1.2634 0.8486 -1.2919 0.017
C 0.5356 0.7406 -0.4577 -0.181
C -0.6267 1.0729 -0.0428 0.377
H -1.4092 1.6574 -0.5182 0.007
O 0.7646 -1.1680 -0.0471 0.458
O 0.6905 -1.6188 1.3466 0.238
Tl -1.2183 -1.5327 1.0111 0.085
```

energy relative to the best compared isomer or geometry (same formula, charge and spin) of number 6 (C2H2O2S)?
235.3 kJ/mol